No. 1
A molecular structure, C24H20N4ReS at a distorted geometry. Source: OMol25; level of theory: ωB97M-V/def2-TZVPD.

Energy relative to the best compared isomer or geometry (same formula, charge and spin) ... 122.3 kJ/mol
Molar mass ... 582.7 g mol⁻¹
Multiplicity ... 2
Kohn-Sham gap (spin up / spin down) ... 5.775 / 6.154 eV
Charge ... +2
HOMO energy (spin up / spin down) ... -14.36 / -14.49 eV
<S²> ... 0.934
Largest force on an atom ... 1.0 eV Å⁻¹

Geometry (Å):
Re: -0.077 -0.262 0.238
C: -1.011 -3.259 1.468
C: 0.381 -3.264 0.922
C: 1.187 -4.393 1.135
C: 2.471 -4.438 0.666
C: 2.969 -3.364 -0.099
C: 4.250 -3.363 -0.700
C: 4.635 -2.328 -1.507
C: 3.759 -1.261 -1.763
C: 2.521 -1.229 -1.165
S: 1.391 0.080 -1.468
C: 2.116 -2.266 -0.302
N: 0.860 -2.195 0.259
H: -1.275 -4.256 1.810
H: -1.724 -2.959 0.702
H: -1.108 -2.578 2.316
H: 0.770 -5.223 1.686
H: 3.098 -5.301 0.853
H: 4.908 -4.203 -0.523
H: 5.610 -2.332 -1.975
H: 4.057 -0.469 -2.438
C: 3.308 3.888 0.289
C: 3.233 2.759 1.094
C: 2.061 2.024 1.136
C: 0.968 2.440 0.379
C: 1.024 3.590 -0.408
C: 2.210 4.296 -0.463
N: -0.236 1.676 0.420
N: -1.279 2.491 0.687
C: -3.304 1.281 -0.259
C: -4.533 1.650 -0.828
C: -5.371 0.717 -1.406
C: -5.037 -0.634 -1.395
C: -3.840 -1.044 -0.845
C: -2.977 -0.089 -0.313
H: 4.223 4.463 0.256
H: 4.078 2.464 1.701
H: 1.977 1.165 1.797
H: 0.161 3.905 -0.978
H: 2.281 5.176 -1.087
H: -4.832 2.687 -0.825
H: -6.300 1.041 -1.853
H: -5.711 -1.364 -1.822
H: -3.561 -2.089 -0.842
C: -3.358 3.416 1.088
C: -2.550 2.302 0.481
N: -1.758 -0.470 0.201
H: -3.628 4.145 0.319
H: -2.758 3.935 1.829
H: -4.278 3.042 1.531


No. 2
A single C3H5NO molecule at a distorted geometry. Source: OMol25; level of theory: ωB97M-V/def2-TZVPD.

SMILES string ... N/C=C/C=O
Energy relative to the best compared isomer or geometry (same formula, charge and spin) ... 202.3 kJ/mol
Molar mass ... 71.1 g mol⁻¹
Multiplicity ... 1
Kohn-Sham gap ... 9.876 eV
Charge ... 0
HOMO energy ... -8.93 eV
Largest force on an atom ... 6.4 eV Å⁻¹

Geometry (Å):
N: 1.083 -1.595 0.332
C: 0.148 -0.522 0.385
C: -0.609 0.084 -0.512
C: -0.840 1.613 -0.214
O: -0.742 2.126 0.844
H: 1.433 -1.818 1.203
H: 1.069 -1.956 -0.640
H: 0.095 0.087 1.351
H: -0.488 -0.315 -1.700
H: -1.151 2.296 -1.048


No. 3
A single C5H8O molecule. Source: OMol25; level of theory: ωB97M-V/def2-TZVPD.

SMILES string ... CC(=O)C1CC1
Energy relative to the best compared isomer or geometry (same formula, charge and spin) ... 81.0 kJ/mol
Molar mass ... 84.1 g mol⁻¹
Multiplicity ... 1
Kohn-Sham gap ... 10.737 eV
Charge ... 0
HOMO energy ... -9.66 eV
Largest force on an atom ... 0.4 eV Å⁻¹

Geometry (Å):
C: -2.120 0.205 0.190
C: -0.675 0.394 0.596
O: -0.336 1.267 1.370
C: 0.327 -0.493 -0.073
C: 1.351 0.219 -0.938
C: 1.760 -0.382 0.362
H: -2.243 0.574 -0.836
H: -2.398 -0.854 0.190
H: -2.775 0.774 0.852
H: -0.041 -1.454 -0.426
H: 1.262 1.301 -0.992
H: 1.651 -0.268 -1.862
H: 2.357 -1.289 0.345
H: 1.945 0.295 1.190


No. 4
A molecular structure, C4H4Br2F2I2 at a distorted geometry. Source: OMol25; level of theory: ωB97M-V/def2-TZVPD.

Energy relative to the best compared isomer or geometry (same formula, charge and spin) ... 251.7 kJ/mol
Molar mass ... 503.7 g mol⁻¹
Multiplicity ... 1
Kohn-Sham gap (spin up / spin down) ... 7.348 / 8.693 eV
Charge ... 0
HOMO energy (spin up / spin down) ... -8.41 / -9.16 eV
Largest force on an atom ... 2.6 eV Å⁻¹

Geometry (Å):
C: -0.971 0.280 -1.074
C: 1.509 -0.061 1.669
C: 2.458 -1.206 1.134
C: 0.087 -0.208 1.335
F: 3.701 -0.880 1.448
F: -0.690 0.761 1.867
Br: 2.214 1.590 0.934
Br: -0.718 -1.829 1.919
I: -1.924 -1.567 -1.193
I: 2.308 -1.381 -1.053
H: -0.067 0.520 -1.741
H: -1.389 1.045 -0.412
H: 1.752 -0.034 2.777
H: 2.220 -2.232 1.352


No. 5
A single C3H6N2O molecule. Source: OMol25; level of theory: ωB97M-V/def2-TZVPD.

SMILES string ... NC=C=NCO
Energy relative to the best compared isomer or geometry (same formula, charge and spin) ... 370.3 kJ/mol
Molar mass ... 86.1 g mol⁻¹
Multiplicity ... 1
Kohn-Sham gap ... 8.819 eV
Charge ... 0
HOMO energy ... -8.15 eV
Largest force on an atom ... 0.9 eV Å⁻¹

Geometry (Å):
N: 1.133 1.231 1.290
C: 1.207 -0.043 0.715
C: 1.090 -0.326 -0.586
N: 0.351 -0.628 -1.542
C: -1.043 -0.646 -0.781
O: -2.282 -0.904 -1.352
H: 1.853 1.415 1.975
H: 1.098 1.978 0.609
H: 1.313 -0.866 1.417
H: -1.051 0.346 -0.342
H: -0.852 -1.457 -0.084
H: -2.817 -0.100 -1.319


No. 6
4 unconnected molecules or ions with the total composition C3H10N2O3 at a distorted geometry. Source: OMol25; level of theory: ωB97M-V/def2-TZVPD.

SMILES string ... c1c[nH]cn1.O.O.O
Energy relative to the best compared isomer or geometry (same formula, charge and spin) ... 143.5 kJ/mol
Molar mass ... 122.1 g mol⁻¹
Multiplicity ... 1
Kohn-Sham gap ... 9.865 eV
Charge ... 0
HOMO energy ... -9.18 eV
Largest force on an atom ... 2.5 eV Å⁻¹

Geometry (Å):
C: -0.817 0.861 0.726
C: -0.298 1.839 1.549
N: 0.914 1.328 1.998
C: 1.031 0.042 1.555
N: 0.048 -0.191 0.701
H: -1.698 0.994 0.145
H: -0.590 2.832 1.838
H: 1.692 1.930 2.208
H: 1.587 -0.805 1.920
O: -1.711 -2.238 -0.513
H: -0.936 -2.587 -0.093
H: -1.629 -1.300 -0.307
O: -1.547 -1.114 -3.395
H: -2.490 -1.175 -3.223
H: -1.238 -1.910 -2.965
O: 2.640 0.467 -0.932
H: 2.399 -0.428 -0.696
H: 1.945 0.555 -1.598


No. 7
A single C5H7N molecule at a distorted geometry. Source: OMol25; level of theory: ωB97M-V/def2-TZVPD.

Energy relative to the best compared isomer or geometry (same formula, charge and spin) ... 485.0 kJ/mol
Molar mass ... 81.1 g mol⁻¹
Multiplicity ... 1
Kohn-Sham gap ... 8.698 eV
Charge ... 0
HOMO energy ... -7.85 eV
Largest force on an atom ... 1.4 eV Å⁻¹

Geometry (Å):
C: -0.788 0.125 -1.078
C: -0.352 -1.152 -0.391
C: 0.646 0.122 -0.718
C: 0.908 0.315 0.757
N: -0.080 0.942 1.620
C: 0.583 -1.142 0.680
H: -1.026 -0.021 -2.130
H: -1.457 0.840 -0.603
H: -0.491 -2.093 -0.908
H: 1.418 0.061 -1.482
H: 1.940 0.567 1.026
H: -0.860 1.296 1.078
H: -0.441 0.141 2.149


No. 8
A single C6H10 molecule at a distorted geometry. Source: OMol25; level of theory: ωB97M-V/def2-TZVPD.

SMILES string ... CC[C@]12C[C@H]1C2
Energy relative to the best compared isomer or geometry (same formula, charge and spin) ... 414.3 kJ/mol
Molar mass ... 82.1 g mol⁻¹
Multiplicity ... 1
Kohn-Sham gap ... 9.275 eV
Charge ... 0
HOMO energy ... -8.15 eV
Largest force on an atom ... 4.3 eV Å⁻¹

Geometry (Å):
C: 0.693 -0.538 1.661
C: 1.212 0.299 0.517
C: 0.151 0.262 -0.524
C: -0.391 -0.947 -1.183
C: -1.408 0.005 -0.667
C: -0.783 1.334 -0.915
H: 1.294 -0.222 2.556
H: 1.004 -1.587 1.542
H: -0.596 -0.421 1.397
H: 2.143 -0.177 0.178
H: 1.462 1.330 0.805
H: -0.297 -1.142 -2.242
H: -0.267 -1.846 -0.554
H: -2.472 -0.192 -0.600
H: -0.820 1.801 -1.891
H: -0.923 2.041 -0.079


No. 9
A molecular structure, C39H48N4P3PdS2. Source: OMol25; level of theory: ωB97M-V/def2-TZVPD.

Energy relative to the best compared isomer or geometry (same formula, charge and spin) ... 45.7 kJ/mol
Molar mass ... 836.3 g mol⁻¹
Multiplicity ... 1
Kohn-Sham gap ... 6.600 eV
Charge ... +1
HOMO energy ... -10.66 eV
Largest force on an atom ... 0.6 eV Å⁻¹

Geometry (Å):
Pd: -0.017 -0.057 -1.156
C: -2.333 3.804 -3.412
C: -1.168 2.865 -3.094
C: -0.260 3.466 -2.020
P: -1.611 1.113 -2.710
C: -1.853 0.309 -4.360
C: -2.770 1.009 -5.363
C: -0.497 0.066 -5.026
C: -3.196 1.010 -1.763
C: -4.518 1.268 -2.480
C: -3.068 1.840 -0.479
H: -1.939 4.745 -3.799
H: -2.910 4.040 -2.516
H: -3.014 3.398 -4.155
H: -0.564 2.748 -4.001
H: -0.774 3.543 -1.058
H: 0.042 4.475 -2.310
H: 0.644 2.870 -1.888
H: -2.286 -0.661 -4.101
H: -2.348 1.969 -5.668
H: -3.778 1.177 -4.996
H: -2.841 0.395 -6.263
H: -0.127 0.977 -5.505
H: -0.605 -0.690 -5.806
H: 0.257 -0.274 -4.326
H: -3.202 -0.037 -1.454
H: -4.578 2.268 -2.908
H: -5.329 1.171 -1.754
H: -4.700 0.534 -3.263
H: -3.146 2.910 -0.677
H: -2.114 1.659 0.031
H: -3.869 1.577 0.214
C: -0.298 -0.367 1.975
P: 1.020 -0.579 0.755
C: 1.782 -2.194 0.900
C: 3.069 -2.432 0.406
C: 3.582 -3.718 0.410
C: 2.816 -4.775 0.886
C: 1.530 -4.548 1.356
C: 1.010 -3.262 1.365
C: 2.195 0.756 1.015
C: 3.485 0.599 1.515
C: 4.304 1.709 1.659
C: 3.845 2.971 1.309
C: 2.553 3.136 0.830
C: 1.730 2.031 0.687
P: 0.006 -0.985 3.717
C: 1.471 -0.006 4.209
C: 2.603 -0.705 4.618
C: 3.740 -0.022 5.037
C: 3.746 1.363 5.048
C: 2.620 2.070 4.637
C: 1.488 1.390 4.223
C: -1.333 -0.059 4.553
C: -2.538 0.263 3.930
C: -3.556 0.885 4.642
C: -3.386 1.189 5.983
C: -2.194 0.862 6.615
C: -1.177 0.240 5.908
H: -1.174 -0.879 1.581
H: -0.513 0.707 1.982
H: 3.654 -1.623 -0.009
H: 4.580 -3.896 0.031
H: 3.223 -5.778 0.889
H: 0.930 -5.370 1.723
H: 0.003 -3.097 1.722
H: 3.845 -0.372 1.821
H: 5.303 1.587 2.056
H: 4.494 3.831 1.420
H: 2.187 4.120 0.567
H: 0.718 2.164 0.317
H: 2.589 -1.789 4.622
H: 4.611 -0.574 5.368
H: 4.626 1.898 5.385
H: 2.625 3.153 4.652
H: 0.603 1.944 3.931
H: -2.705 0.029 2.885
H: -4.485 1.130 4.143
H: -4.179 1.674 6.536
H: -2.054 1.092 7.664
H: -0.251 -0.006 6.413
N: -1.358 -1.710 -0.544
C: -2.037 -2.111 -1.424
N: -2.815 -2.546 -2.340
C: -2.201 -3.051 -3.412
N: -1.688 -3.474 -4.361
S: 2.046 -0.433 -2.304
C: 1.716 -2.036 -2.805
N: 1.226 -3.027 -2.102
C: 0.978 -4.299 -2.783
C: 1.764 -4.250 -4.094
S: 2.080 -2.488 -4.430
H: 0.882 -2.868 -1.163
H: -0.085 -4.404 -2.982
H: 1.312 -5.117 -2.147
H: 1.183 -4.667 -4.913
H: 2.722 -4.760 -4.022


No. 10
A gas-phase ion, C9H10NO2 (charge -1) at a distorted geometry. Source: OMol25; level of theory: ωB97M-V/def2-TZVPD.

SMILES string ... C[C@@]1(O)CN([O-])c2ccccc21
Energy relative to the best compared isomer or geometry (same formula, charge and spin) ... 98.7 kJ/mol
Molar mass ... 164.2 g mol⁻¹
Multiplicity ... 1
Kohn-Sham gap ... 5.260 eV
Charge ... -1
HOMO energy ... -1.62 eV
Largest force on an atom ... 4.4 eV Å⁻¹

Geometry (Å):
C: -0.911 1.024 -1.687
C: 0.043 1.109 -0.494
O: 1.289 1.621 -1.008
C: -0.504 2.017 0.599
N: -0.883 0.883 1.860
O: -1.335 1.320 2.990
C: -0.276 -0.230 1.510
C: -0.132 -1.412 2.284
C: 0.457 -2.516 1.727
C: 0.917 -2.522 0.408
C: 0.798 -1.361 -0.359
C: 0.226 -0.238 0.174
H: -1.027 2.010 -2.135
H: -1.874 0.653 -1.349
H: -0.511 0.342 -2.436
H: 1.953 1.432 -0.335
H: 0.245 2.672 1.034
H: -1.417 2.551 0.367
H: -0.474 -1.399 3.309
H: 0.588 -3.407 2.336
H: 1.357 -3.414 -0.018
H: 1.175 -1.344 -1.379


No. 11
A molecular structure, C33H22F15GeNS3SeSi2W at a distorted geometry. Source: OMol25; level of theory: ωB97M-V/def2-TZVPD.

Energy relative to the best compared isomer or geometry (same formula, charge and spin) ... 87.7 kJ/mol
Molar mass ... 1205.3 g mol⁻¹
Multiplicity ... 1
Kohn-Sham gap ... 6.473 eV
Charge ... 0
HOMO energy ... -8.70 eV
Largest force on an atom ... 3.5 eV Å⁻¹

Geometry (Å):
W: 1.206 0.123 0.828
C: 0.856 3.075 -1.472
Si: 0.187 2.417 0.189
C: -1.687 2.719 -0.009
C: 0.624 3.572 1.637
C: 0.465 4.952 1.503
C: 0.718 5.811 2.561
C: 1.132 5.296 3.781
C: 1.285 3.926 3.929
C: 1.039 3.051 2.871
Si: 1.245 1.172 3.142
C: -0.100 0.653 4.383
C: 2.932 0.962 4.000
H: 0.174 3.808 -1.906
H: 0.969 2.260 -2.191
H: 1.830 3.548 -1.352
H: -1.810 3.776 -0.252
H: -2.237 2.536 0.915
H: -2.127 2.139 -0.823
H: 0.138 5.365 0.553
H: 0.591 6.880 2.436
H: 1.328 5.958 4.614
H: 1.603 3.531 4.889
H: -0.319 1.480 5.060
H: 0.236 -0.199 4.978
H: -1.030 0.371 3.885
H: 2.890 1.377 5.010
H: 3.711 1.493 3.448
H: 3.224 -0.086 4.085
C: 5.619 1.694 -0.440
C: 4.484 0.835 0.038
S: 3.000 1.675 0.377
C: 4.530 -0.502 0.192
C: 5.730 -1.371 -0.048
S: 3.097 -1.301 0.725
H: 5.426 2.738 -0.196
H: 5.729 1.612 -1.522
H: 6.560 1.397 0.022
H: 6.651 -0.800 0.064
H: 5.705 -1.787 -1.057
H: 5.739 -2.198 0.659
Se: 0.143 -1.936 1.974
C: 1.388 -2.229 3.268
N: 2.164 -2.432 4.097
F: -4.415 -1.039 -2.788
C: -4.328 -0.683 -1.501
C: -3.119 -0.790 -0.834
C: -3.108 -0.401 0.492
F: -1.952 -0.451 1.177
C: -4.234 0.028 1.161
F: -4.180 0.369 2.444
C: -5.426 0.123 0.462
F: -6.520 0.541 1.079
C: -5.473 -0.214 -0.880
F: -6.612 -0.091 -1.553
Ge: -1.507 -1.593 -1.694
S: 0.424 -0.673 -1.300
C: -1.786 -1.574 -3.649
C: -1.409 -0.476 -4.402
F: -0.927 0.609 -3.784
C: -1.548 -0.446 -5.778
F: -1.170 0.618 -6.481
C: -2.106 -1.538 -6.422
F: -2.260 -1.523 -7.738
C: -2.524 -2.640 -5.692
F: -3.090 -3.671 -6.313
C: -2.353 -2.644 -4.321
F: -2.782 -3.707 -3.629
C: -1.382 -3.474 -1.090
C: -0.444 -4.277 -1.717
F: 0.267 -3.756 -2.727
C: -0.232 -5.589 -1.347
F: 0.673 -6.342 -1.964
C: -0.983 -6.122 -0.310
F: -0.792 -7.378 0.064
C: -1.935 -5.348 0.332
F: -2.662 -5.872 1.316
C: -2.114 -4.033 -0.057
F: -3.027 -3.303 0.596


No. 12
A molecular structure, C37H18Br2F15GeN3RhS at a distorted geometry. Source: OMol25; level of theory: ωB97M-V/def2-TZVPD.

Energy relative to the best compared isomer or geometry (same formula, charge and spin) ... 434.9 kJ/mol
Molar mass ... 1156.9 g mol⁻¹
Multiplicity ... 1
Kohn-Sham gap (spin up / spin down) ... 4.823 / 4.823 eV
Charge ... +1
HOMO energy (spin up / spin down) ... -10.26 / -10.32 eV
Largest force on an atom ... 2.9 eV Å⁻¹

Geometry (Å):
Rh: 1.570 1.023 -1.806
Br: -4.079 3.860 -4.264
C: -2.548 3.121 -3.464
C: -2.654 2.312 -2.346
C: -1.495 1.779 -1.816
N: -0.286 2.037 -2.308
C: -0.178 2.870 -3.359
C: -1.293 3.405 -3.982
C: 1.206 3.170 -3.796
C: 1.502 4.215 -4.657
C: 2.815 4.418 -5.049
Br: 3.262 5.842 -6.188
C: 3.798 3.561 -4.578
C: 3.434 2.576 -3.683
N: 2.174 2.383 -3.284
H: -3.612 2.101 -1.893
H: -1.534 1.131 -0.954
H: -1.206 4.032 -4.857
H: 0.720 4.869 -5.010
H: 4.823 3.655 -4.904
H: 4.180 1.906 -3.275
C: 2.648 -1.602 1.619
N: 2.425 -0.171 1.382
C: 1.875 0.536 2.543
C: 3.585 0.545 0.823
C: 4.084 -0.029 -0.474
C: 5.364 -0.575 -0.570
C: 5.811 -1.128 -1.759
C: 4.977 -1.158 -2.869
C: 3.701 -0.613 -2.778
C: 3.276 -0.005 -1.598
H: 3.280 -1.755 2.500
H: 3.123 -2.046 0.749
H: 1.694 -2.092 1.784
H: 2.595 0.540 3.369
H: 0.971 0.048 2.885
H: 1.642 1.564 2.272
H: 4.402 0.528 1.554
H: 3.279 1.583 0.679
H: 6.011 -0.567 0.301
H: 6.799 -1.566 -1.813
H: 5.312 -1.612 -3.793
H: 3.038 -0.655 -3.639
F: -4.482 -1.602 2.420
C: -4.429 -1.550 1.084
C: -3.208 -1.414 0.447
C: -3.211 -1.411 -0.934
F: -2.033 -1.301 -1.585
C: -4.372 -1.512 -1.674
F: -4.339 -1.476 -3.005
C: -5.582 -1.635 -1.009
F: -6.707 -1.731 -1.699
C: -5.614 -1.655 0.376
F: -6.773 -1.772 1.011
Ge: -1.486 -1.268 1.468
S: 0.845 -0.201 -0.127
C: -1.271 -3.046 2.349
C: -1.825 -4.220 1.861
F: -2.616 -4.194 0.785
C: -1.569 -5.444 2.454
F: -2.109 -6.556 1.972
C: -0.720 -5.508 3.547
F: -0.461 -6.673 4.112
C: -0.117 -4.356 4.033
F: 0.726 -4.426 5.057
C: -0.389 -3.156 3.412
F: 0.248 -2.043 3.828
C: -2.090 0.050 2.860
C: -2.329 1.322 2.366
F: -2.117 1.544 1.048
C: -2.778 2.366 3.147
F: -3.001 3.568 2.626
C: -2.991 2.134 4.497
F: -3.407 3.119 5.275
C: -2.775 0.873 5.027
F: -2.994 0.658 6.318
C: -2.333 -0.153 4.208
F: -2.178 -1.362 4.748